(1)
Density functional theory data (wB97M-V/def2-TZVPD) for a molecular structure, C21H18FO6STa in a non-equilibrium geometry.

The spin multiplicity is 1. The value obtained for the energy above the lowest of the compared OMol25 structures with the same formula, charge and spin is 120.52 kcal/mol. As for the charge: +2.

The geometry in XYZ format:
```
48
Properties=species:S:1:pos:R:3:forces:R:3
Ta 0.2311 0.1254 -1.1871 -1.2 4.5 5.5
O 0.3088 0.2767 1.3488 0.1 -0.2 -1.4
C 1.6746 0.3981 1.8916 0.6 0.2 -0.1
C 2.6048 0.5809 0.6567 0.7 0.0 2.1
O 3.7678 0.7198 0.6863 -0.4 0.0 -0.6
O 1.8305 0.5300 -0.4800 1.3 -0.3 -1.9
C 1.7559 1.6693 2.7190 -0.2 0.0 0.0
C 1.6402 2.8964 2.0569 0.1 -0.2 0.1
C 1.7506 4.0782 2.7629 0.0 0.1 -0.1
C 1.9603 4.0502 4.1369 0.0 -0.1 0.0
C 2.0301 2.8370 4.8052 -0.1 0.1 0.0
C 1.9191 1.6478 4.1022 -0.1 -0.2 -0.2
C 2.1022 -0.8934 2.5717 -0.2 -0.2 0.0
C 3.3515 -0.9756 3.1921 -0.1 0.1 -0.1
C 3.7222 -2.1329 3.8527 0.0 0.0 -0.1
C 2.8638 -3.2248 3.8855 -0.1 0.0 0.0
C 1.6427 -3.1635 3.2336 0.0 -0.1 0.0
C 1.2620 -2.0061 2.5703 0.0 0.2 0.0
H -0.2785 0.2100 2.1163 -0.3 0.0 -0.2
H 1.4733 2.9153 0.9836 0.0 0.1 0.0
H 1.6883 5.0283 2.2489 0.0 0.0 0.0
H 2.0582 4.9759 4.6875 0.0 0.0 0.0
H 2.1682 2.8168 5.8776 0.0 0.0 0.0
H 1.9432 0.7049 4.6289 0.1 0.0 0.0
H 4.0323 -0.1380 3.1366 0.0 0.0 0.1
H 4.6880 -2.1839 4.3364 0.0 0.0 0.0
H 3.1473 -4.1275 4.4092 0.0 0.0 0.0
H 0.9788 -4.0174 3.2467 0.0 0.0 0.0
H 0.3047 -1.9756 2.0663 0.0 -0.1 0.0
C -1.2626 -3.3180 -3.0076 0.0 0.0 0.0
S -0.4413 -2.0561 -2.1100 -0.2 -2.0 -0.6
O -0.6196 -2.0789 -0.6466 0.1 0.7 0.1
O -1.0108 -0.6532 -2.4243 -1.7 -0.7 -2.3
O 0.9704 -1.8968 -2.4255 0.2 0.3 -0.2
H -2.2452 -2.9458 -3.3004 0.0 0.0 0.1
H -1.3512 -4.1896 -2.3574 0.0 0.0 0.1
H -0.6494 -3.5422 -3.8812 0.0 0.1 0.0
F -2.5307 5.7746 -0.9420 0.0 0.1 0.0
C -1.9234 4.6112 -0.9681 0.2 -0.3 0.0
C -0.7981 4.4549 -1.7685 0.0 0.1 -0.1
C -0.1719 3.2273 -1.8031 0.3 -0.2 0.0
C -0.6624 2.1593 -1.0356 0.9 -2.2 -0.7
C -1.7984 2.3472 -0.2338 0.0 -0.3 0.0
C -2.4253 3.5731 -0.1884 -0.1 0.0 0.0
H -0.4349 5.2871 -2.3565 0.0 0.0 0.0
H 0.7085 3.1087 -2.4279 0.0 0.1 0.0
H -2.1975 1.5390 0.3719 0.0 0.0 0.0
H -3.2990 3.7368 0.4277 0.0 0.0 0.0
```
Positions in Å, forces in eV/Å.

Results of the Mulliken charge analysis, in e, for atoms 1 through 6: 1.088, -0.459, 1.917, 0.265, -0.398, -0.366

***

(2)
Density functional theory data (wB97M-V/def2-TZVPD) for 2 unconnected molecules or ions with the total composition C2H8IN2 in a non-equilibrium geometry.

The spin multiplicity is 1. The value obtained for the energy above the lowest of the compared OMol25 structures with the same formula, charge and spin is 98.78 kcal/mol. As for the charge: +1.

The geometry in XYZ format:
```
13
Properties=species:S:1:pos:R:3:forces:R:3
C 1.0566 -0.2297 1.5574 1.3 -0.5 -0.4
C -0.8059 0.4562 -0.8102 -1.0 -0.5 4.5
N 0.3463 -1.2204 2.0106 1.0 0.8 -1.4
N -0.2448 0.9234 -2.0192 0.7 -0.3 -4.0
I -1.6150 -1.5379 -0.7182 0.1 1.3 -0.4
H 1.9708 -0.2834 0.9256 -1.4 -0.7 -0.2
H 1.1187 0.6239 2.1621 -0.4 1.3 0.8
H -1.3587 1.2655 -0.1951 0.6 -1.6 -1.5
H 0.6285 1.4145 -1.6786 -1.2 -0.2 -1.5
H -0.2789 -1.0777 2.7447 -1.1 0.6 1.4
H 0.0371 0.0738 -2.6955 -0.4 2.2 2.0
H 0.0404 -1.9417 1.4048 0.2 -1.4 -0.9
H -0.8950 1.5338 -2.6883 1.6 -1.0 1.6
```
Positions in Å, forces in eV/Å.

Results of the Mulliken charge analysis, in e, for atoms 1 through 6: -0.162, -0.804, -0.153, -0.406, 0.024, 0.246